[1]
The following is a quantum chemistry calculation of one molecule with the formula C7H9FN2O, from the OMol25 dataset.

Values from the calculation:
- HOMO-LUMO gap (eV) = 10.86
- energy above the lowest of the compared OMol25 structures with the same formula, charge and spin (eV) = 0.3720
- SMILES string = CC(=O)[C@]1(C#N)CCCN1F
- lowest unoccupied orbital energy (eV) = 0.69
- molecular weight (g/mol) = 156.2
- net charge = 0
- calculated total energy (hartree) = -556.61639
- HOMO energy (eV) = -10.2

Each line ends with the Löwdin charge.
Atoms and positions in Å:
C (-2.896, 0.245, -0.041)  0.018
C (-1.502, 0.073, -0.790)  -0.351
O (-1.326, 0.572, -1.843)  0.128
C (-0.447, -0.630, 0.060)  -0.362
C (-1.123, -1.250, 1.167)  -0.190
N (-1.632, -1.841, 1.991)  0.222
C (0.745, 0.243, 0.470)  -0.039
C (1.812, -0.020, -0.683)  -0.103
C (1.124, -1.030, -1.600)  -0.194
N (0.093, -1.650, -0.919)  0.001
F (0.701, -2.682, -0.010)  -0.076
H (-2.767, 0.927, 0.756)  0.072
H (-3.178, -0.701, 0.236)  0.033
H (-3.644, 0.788, -0.755)  0.128
H (0.912, 0.089, 1.477)  0.095
H (0.398, 1.251, 0.327)  0.115
H (2.214, 0.798, -1.202)  0.088
H (2.707, -0.451, -0.211)  0.111
H (0.457, -0.428, -2.426)  0.182
H (1.820, -1.754, -1.977)  0.124

Atomic forces in eV per Å
0.6 2.5 -4.2
-3.0 1.2 2.6
0.9 0.4 -1.8
0.9 -0.8 -1.7
0.8 -0.5 -0.5
-0.7 -0.5 1.2
-0.7 1.1 -3.6
0.1 -1.7 2.5
-0.3 2.9 -2.0
-1.9 -2.4 2.6
-0.1 1.1 -0.8
0.3 0.4 1.3
-1.3 -1.9 0.9
1.4 -1.3 1.1
1.3 -0.4 1.8
0.0 0.8 0.3
-0.1 1.6 -0.6
-0.3 -0.3 -0.1
2.1 -1.5 1.5
0.0 -0.3 -0.7


[2]
The following is a quantum chemistry calculation of C28H34GdN11O9S4 as an isolated structure, from the OMol25 dataset.

Values from the calculation:
- HOMO-LUMO gap (spin up / spin down) (eV) = 6.61 / 6.96
- lowest unoccupied orbital energy (spin up / spin down) (eV) = 2.96 / 3.29
- molecular weight (g/mol) = 954.2
- net charge = -2
- calculated total energy (hartree) = -4725.37888
- expectation value of S² = 15.89
- HOMO energy (spin up / spin down) (eV) = -3.6 / -3.7
- spin multiplicity = 8

Each line ends with the Löwdin charge.
Atoms and positions in Å:
Gd (-12.117, -15.141, 6.897)  1.280
N (-14.632, -17.620, 9.303)  0.011
C (-14.684, -16.144, 9.216)  -0.229
C (-15.318, -15.861, 7.834)  -0.585
O (-16.524, -15.546, 7.798)  -0.060
N (-14.467, -15.938, 6.835)  -0.060
C (-15.102, -15.744, 5.544)  -0.149
C (-14.059, -15.697, 4.430)  -0.697
O (-14.464, -16.006, 3.303)  -0.010
O (-12.905, -15.327, 4.711)  -0.202
H (-14.032, -17.975, 8.527)  0.048
H (-14.166, -17.949, 10.130)  0.038
H (-15.284, -15.761, 10.040)  0.106
H (-13.699, -15.669, 9.272)  -0.019
H (-15.893, -16.467, 5.369)  0.124
H (-15.538, -14.719, 5.494)  0.108
S (-9.379, -15.265, 7.419)  0.546
C (-9.642, -15.872, 8.977)  -1.198
S (-11.251, -16.221, 9.455)  0.555
C (-8.589, -16.263, 9.761)  -0.440
C (-7.218, -16.117, 9.382)  -0.271
N (-6.089, -16.017, 9.111)  0.117
C (-8.762, -16.894, 10.999)  -0.316
N (-8.994, -17.454, 11.984)  0.126
C (-10.331, -16.198, 2.537)  -0.219
S (-9.055, -14.937, 2.894)  0.906
O (-7.826, -15.177, 2.112)  -0.550
C (-9.910, -13.537, 2.109)  -0.358
C (-11.215, -13.135, 2.408)  -0.067
C (-11.738, -12.092, 1.707)  -0.075
C (-10.966, -11.435, 0.721)  -0.109
C (-9.683, -11.813, 0.419)  -0.100
C (-9.184, -12.874, 1.160)  -0.115
H (-10.384, -16.374, 1.443)  0.068
H (-11.339, -15.896, 2.892)  0.045
H (-10.002, -17.072, 3.079)  0.030
H (-11.748, -13.766, 3.096)  0.084
H (-12.742, -11.760, 1.949)  0.107
H (-11.499, -10.568, 0.257)  0.104
H (-8.997, -11.285, -0.294)  0.113
H (-8.223, -13.306, 0.985)  0.081
C (-19.294, -14.233, 7.549)  -0.100
C (-19.845, -13.921, 8.956)  -0.318
S (-19.161, -12.534, 9.749)  0.622
O (-19.210, -11.427, 8.853)  -0.311
O (-19.817, -12.413, 11.037)  -0.338
C (-17.428, -13.053, 9.947)  -0.175
C (-16.468, -11.869, 9.726)  -0.116
N (-15.092, -12.405, 9.580)  0.082
C (-14.581, -12.812, 8.396)  -0.270
N (-13.387, -13.357, 8.591)  0.057
C (-13.075, -13.273, 9.890)  -0.039
C (-14.166, -12.770, 10.527)  -0.183
N (-14.231, -12.361, 11.825)  -0.347
O (-15.330, -12.029, 12.299)  0.038
O (-13.225, -12.304, 12.484)  0.098
C (-15.237, -12.640, 7.064)  0.036
H (-19.846, -15.005, 7.034)  0.071
H (-18.279, -14.616, 7.656)  0.028
H (-19.416, -13.352, 6.904)  0.082
H (-19.675, -14.761, 9.654)  0.115
H (-20.915, -13.671, 8.906)  0.103
H (-17.280, -13.863, 9.193)  0.081
H (-17.236, -13.495, 10.963)  0.126
H (-16.491, -11.130, 10.564)  0.139
H (-16.743, -11.368, 8.865)  0.075
H (-12.134, -13.582, 10.320)  0.112
H (-15.800, -11.722, 6.968)  0.093
H (-15.931, -13.418, 6.836)  0.055
H (-14.507, -12.675, 6.306)  0.060
C (-8.769, -19.910, 8.714)  -0.034
N (-9.815, -19.625, 7.808)  -0.086
C (-9.767, -18.530, 6.832)  -0.045
C (-11.224, -18.262, 6.591)  -0.493
O (-11.631, -17.346, 5.927)  -0.076
N (-12.012, -19.141, 7.343)  0.185
C (-11.114, -19.827, 8.069)  -0.433
N (-11.520, -20.821, 8.909)  0.167
H (-7.906, -19.563, 8.265)  0.072
H (-8.711, -20.981, 8.889)  0.090
H (-8.876, -19.309, 9.640)  0.099
H (-9.156, -18.742, 5.964)  0.140
H (-9.316, -17.602, 7.291)  0.063
H (-12.416, -20.622, 9.409)  0.128
H (-10.815, -21.120, 9.596)  0.095
N (-11.668, -11.502, 6.196)  -0.109
C (-11.577, -12.651, 6.133)  -0.412

Atomic forces in eV per Å
-0.5 0.9 -0.9
0.6 -0.3 -1.0
0.1 -0.9 -0.6
0.5 0.6 1.6
-0.4 -0.1 -0.2
0.0 0.2 0.1
0.7 1.0 0.1
-2.7 -1.5 -1.2
0.3 0.2 -0.2
2.3 1.1 1.1
-0.6 0.4 0.6
0.2 0.2 0.6
-0.3 0.1 -0.1
-0.1 -0.2 0.1
0.0 0.0 -0.3
-0.2 -0.7 0.0
0.5 0.9 -0.7
-0.7 -0.4 -0.5
-0.5 -0.1 0.2
1.6 0.1 0.3
1.2 0.3 -0.5
-1.3 -0.2 0.3
-0.8 -0.5 0.8
0.3 0.0 0.0
-0.2 0.5 -0.8
-1.5 0.5 1.0
0.4 -0.4 -0.7
-0.3 -0.1 -0.1
1.0 -1.4 0.2
0.2 0.6 -0.4
-1.9 1.3 0.1
0.7 0.4 -0.1
0.7 -0.5 -0.3
0.2 0.0 0.6
0.7 0.0 0.1
0.0 -0.4 0.0
-0.6 0.4 0.4
0.1 0.1 -0.2
0.9 -0.7 0.1
-1.1 -0.5 0.6
0.7 0.1 -0.3
-0.1 0.6 0.5
-0.7 -1.2 -0.8
0.5 -0.9 1.5
0.2 1.1 -0.8
0.3 0.0 -0.3
0.2 -0.2 0.7
0.6 -1.0 2.4
-1.3 0.1 -0.8
0.0 0.1 0.1
0.8 -0.5 -1.4
-0.2 -0.2 0.2
0.3 0.4 -0.8
-1.4 1.1 2.3
0.0 -0.3 -0.4
1.2 -0.3 0.3
-0.3 0.3 1.0
-0.4 -0.4 0.3
0.1 0.3 -0.5
0.5 -0.1 0.3
-0.3 0.3 -0.3
0.2 -0.2 0.2
0.2 0.6 0.4
-0.6 0.5 -0.9
0.0 -0.9 -0.7
-0.2 0.9 -1.9
-0.1 -0.1 -0.1
0.1 0.4 0.2
-0.6 -0.8 0.3
1.1 0.1 -0.8
-0.9 0.1 1.6
-1.2 0.5 -1.2
0.9 0.5 1.3
-0.3 -1.7 1.7
-0.5 1.1 -0.9
1.6 0.2 0.1
-1.3 -0.1 -1.2
-0.4 0.2 2.0
2.1 0.4 -0.8
0.2 -0.1 0.3
0.0 -0.6 -0.1
-0.1 -0.3 -0.3
-0.5 -0.8 -0.4
1.0 -0.2 -1.0
-0.5 0.3 -0.6
0.0 0.8 -0.1
-0.3 -1.4 0.3


[3]
The following is a quantum chemistry calculation of an isolated ion of composition C3H3ClNO and charge +1, from the OMol25 dataset.

Values from the calculation:
- HOMO-LUMO gap (spin up / spin down) (eV) = 8.31 / 8.31
- energy above the lowest of the compared OMol25 structures with the same formula, charge and spin (eV) = 4.1872
- lowest unoccupied orbital energy (spin up / spin down) (eV) = -7.69 / -7.69
- molecular weight (g/mol) = 104.5
- net charge = +1
- calculated total energy (hartree) = -705.77829
- HOMO energy (spin up / spin down) (eV) = -16.0 / -16.0

Each line ends with the Löwdin charge.
Atoms and positions in Å:
C (-0.678, -0.622, -0.196)  -0.103
C (-1.228, 0.396, -0.670)  0.332
C (0.583, -0.263, 0.539)  -0.561
N (0.590, 1.086, 0.207)  -0.043
O (1.441, 1.815, -0.058)  0.271
Cl (2.076, -1.086, -0.169)  0.688
H (-1.267, -1.514, -0.082)  0.160
H (-2.131, 0.714, -1.143)  0.121
H (0.614, -0.525, 1.570)  0.134

Atomic forces in eV per Å
1.5 -1.7 2.3
-0.2 2.2 -0.3
2.2 -4.8 -1.2
-2.8 4.0 -2.6
0.4 -0.7 0.7
-1.0 0.5 0.6
0.3 -0.9 -0.3
-0.1 1.2 -0.2
-0.2 0.3 1.1


[4]
The following is a quantum chemistry calculation of a 10-piece molecular cluster, C34H53Cl18NO3S overall, from the OMol25 dataset.

Values from the calculation:
- HOMO-LUMO gap (eV) = 7.72
- SMILES string = CCOCc1ccc2c(c1)Nc1c(COO)cccc1S2.ClCCCl.ClCCCl.ClCCCl.ClCCCl.ClCCCl.ClCCCl.ClCCCl.ClCCCl.ClCCCl
- lowest unoccupied orbital energy (eV) = 0.18
- molecular weight (g/mol) = 1194.0
- net charge = 0
- calculated total energy (hartree) = -10289.29298
- HOMO energy (eV) = -7.5

Each line ends with the Löwdin charge.
Atoms and positions in Å:
C (5.943, -7.370, 1.975)  -0.078
C (5.731, -5.875, 1.479)  -0.283
O (6.002, -5.039, 2.602)  -0.181
C (6.257, -3.684, 2.233)  -0.176
C (5.053, -2.719, 2.550)  -0.155
C (5.283, -1.278, 2.350)  -0.034
C (4.189, -0.332, 2.584)  -0.079
C (2.923, -0.884, 3.025)  -0.418
C (2.694, -2.322, 3.251)  -0.217
C (3.787, -3.266, 3.015)  0.042
N (1.404, -2.786, 3.700)  0.061
C (0.311, -2.337, 2.879)  -0.186
C (-0.677, -3.265, 2.296)  -0.103
C (-0.515, -4.790, 2.559)  -0.138
O (-1.458, -5.505, 1.730)  -0.184
O (-1.681, -6.745, 2.313)  -0.081
C (-1.744, -2.738, 1.468)  -0.025
C (-1.925, -1.301, 1.199)  -0.094
C (-0.941, -0.370, 1.777)  -0.134
C (0.144, -0.901, 2.591)  -0.414
S (1.446, 0.160, 3.315)  0.928
H (5.858, -8.055, 1.089)  0.075
H (5.230, -7.630, 2.794)  0.075
H (7.015, -7.425, 2.315)  0.081
H (6.460, -5.743, 0.627)  0.119
H (4.698, -5.733, 1.049)  0.123
H (7.226, -3.273, 2.617)  0.132
H (6.346, -3.669, 1.103)  0.126
H (6.301, -0.965, 2.004)  0.112
H (4.371, 0.750, 2.409)  0.062
H (3.617, -4.348, 3.196)  0.114
H (1.388, -3.789, 3.870)  0.111
H (0.504, -5.131, 2.227)  0.134
H (-0.745, -5.087, 3.615)  0.139
H (-2.219, -7.272, 1.690)  0.014
H (-2.475, -3.443, 0.999)  0.108
H (-2.773, -0.956, 0.565)  0.054
H (-0.982, 0.735, 1.600)  0.020
Cl (5.489, 1.829, -1.360)  0.529
C (3.711, 1.747, -1.420)  -0.650
C (3.063, 2.948, -0.767)  -0.656
Cl (3.307, 2.971, 0.997)  0.545
H (3.399, 0.815, -0.948)  0.070
H (3.431, 1.706, -2.473)  0.073
H (1.986, 2.923, -0.937)  0.073
H (3.453, 3.882, -1.172)  0.041
Cl (-6.326, -10.415, 2.438)  0.547
C (-4.876, -9.848, 3.302)  -0.657
C (-4.225, -8.670, 2.614)  -0.630
Cl (-3.490, -9.127, 1.048)  0.599
H (-4.187, -10.687, 3.396)  0.064
H (-5.196, -9.557, 4.303)  0.077
H (-3.422, -8.275, 3.237)  0.068
H (-4.939, -7.869, 2.428)  0.081
Cl (6.608, 3.742, 2.847)  0.534
C (7.089, 5.382, 2.345)  -0.658
C (6.112, 5.990, 1.364)  -0.661
Cl (6.147, 5.169, -0.216)  0.550
H (8.093, 5.328, 1.928)  0.069
H (7.128, 5.991, 3.250)  0.073
H (6.370, 7.034, 1.183)  0.064
H (5.090, 5.953, 1.741)  0.059
Cl (-2.385, 1.525, -0.049)  0.660
C (-3.516, 2.367, -1.142)  -0.642
C (-3.963, 1.492, -2.290)  -0.738
Cl (-2.633, 1.150, -3.431)  0.532
H (-3.030, 3.275, -1.498)  0.065
H (-4.379, 2.656, -0.541)  0.062
H (-4.751, 2.002, -2.860)  -0.074
H (-4.357, 0.538, -1.938)  0.071
Cl (-6.640, 2.524, -2.494)  0.663
C (-7.748, 3.376, -3.602)  -0.618
C (-8.184, 2.500, -4.753)  -0.646
Cl (-6.840, 2.148, -5.870)  0.550
H (-7.249, 4.280, -3.951)  0.021
H (-8.617, 3.675, -3.015)  0.079
H (-8.953, 3.010, -5.334)  0.075
H (-8.590, 1.552, -4.404)  0.070
Cl (1.962, -12.146, 1.970)  0.537
C (0.184, -12.232, 1.904)  -0.665
C (-0.470, -11.039, 2.563)  -0.679
Cl (-0.233, -11.031, 4.330)  0.533
H (-0.127, -13.166, 2.369)  0.069
H (-0.092, -12.267, 0.850)  0.073
H (-1.546, -11.064, 2.390)  0.037
H (-0.083, -10.100, 2.167)  0.068
Cl (3.747, 9.112, 0.851)  0.540
C (2.560, 7.923, 0.258)  -0.658
C (2.961, 7.326, -1.073)  -0.674
Cl (2.881, 8.517, -2.396)  0.543
H (1.590, 8.415, 0.200)  0.068
H (2.498, 7.136, 1.011)  0.069
H (2.279, 6.517, -1.335)  0.069
H (3.974, 6.923, -1.044)  0.029
Cl (-5.095, 5.842, -3.068)  0.552
C (-4.396, 5.470, -4.666)  -0.643
C (-4.633, 6.579, -5.663)  -0.674
Cl (-6.354, 6.724, -6.108)  0.538
H (-4.819, 4.525, -5.009)  0.048
H (-3.325, 5.329, -4.517)  0.077
H (-4.085, 6.373, -6.583)  0.080
H (-4.302, 7.543, -5.277)  -0.045
Cl (-4.279, 11.232, -7.098)  0.541
C (-4.261, 11.625, -5.361)  -0.662
C (-3.016, 11.112, -4.673)  -0.642
Cl (-2.984, 9.332, -4.584)  0.599
H (-5.164, 11.214, -4.911)  0.071
H (-4.304, 12.711, -5.281)  0.073
H (-2.982, 11.480, -3.647)  0.074
H (-2.112, 11.440, -5.183)  0.071

Atomic forces in eV per Å
0.4 1.0 -0.7
0.1 -1.9 -0.1
0.3 0.7 -0.6
-1.1 0.7 -1.4
-0.3 0.7 0.6
-2.0 -1.1 0.7
0.4 -2.7 0.0
-0.1 -1.2 -0.2
2.3 0.6 -0.6
0.0 2.7 -0.4
0.1 0.8 -1.3
-2.3 0.7 -1.4
0.2 1.5 -0.1
-0.3 -0.1 -0.5
0.0 1.9 -0.9
0.1 -1.7 1.4
0.4 1.4 0.3
2.2 -1.1 1.7
0.1 -2.1 0.2
-0.2 -1.6 -0.3
0.1 -0.8 -0.5
-0.2 0.5 0.9
0.7 0.1 -0.7
-1.2 -0.1 0.0
-0.5 0.3 0.9
0.8 0.1 0.6
-0.9 -0.6 0.1
0.1 0.2 1.1
-1.2 -0.1 0.4
-0.5 -0.9 0.2
0.4 0.9 -0.2
0.1 0.4 -0.1
-0.6 0.3 0.7
0.4 0.4 -0.7
0.4 0.8 -0.3
0.9 0.7 0.6
1.0 -0.4 0.7
0.2 -1.4 0.4
0.0 -0.1 0.0
-0.2 0.0 -0.1
-0.1 0.0 -0.2
0.0 0.1 0.0
0.1 0.1 0.1
0.0 0.1 0.1
0.0 -0.1 0.0
0.1 -0.1 0.1
0.0 0.0 0.0
0.1 0.0 0.1
-0.1 0.0 0.4
0.0 0.0 -0.1
-0.1 0.1 -0.1
0.0 0.1 -0.1
0.0 -0.1 0.0
0.0 -0.1 -0.1
0.0 0.0 0.0
0.0 0.1 0.0
0.0 0.2 0.1
0.0 0.0 0.0
-0.1 -0.1 0.0
-0.1 0.0 -0.1
0.0 -0.1 0.0
0.1 -0.1 0.0
-0.2 0.5 -0.4
-0.1 0.1 -0.1
0.1 0.1 -0.2
0.1 0.0 0.0
0.0 -0.1 0.0
0.0 -0.1 0.0
1.2 -0.5 0.2
0.1 0.0 0.0
-1.4 0.5 0.0
-0.3 0.2 -0.1
-0.1 0.0 0.1
0.1 0.0 0.0
0.1 -0.1 0.0
0.0 -0.1 0.0
0.1 0.1 0.1
0.1 0.0 0.0
0.0 0.0 0.0
-0.2 0.0 -0.1
-0.1 0.0 -0.1
0.0 0.0 0.0
0.1 0.1 0.1
0.0 0.1 0.1
0.1 -0.1 0.0
0.0 -0.1 0.1
0.0 0.0 0.0
-0.1 -0.2 0.0
0.1 -0.1 0.1
0.0 0.0 0.0
0.1 0.0 0.0
0.1 0.0 -0.1
0.0 0.1 0.1
-0.1 0.1 0.0
0.0 0.0 0.1
0.1 -0.1 -0.2
0.2 0.0 0.0
-0.1 0.0 0.0
-0.1 0.1 0.1
0.0 0.1 0.0
0.0 -0.1 0.1
-0.3 -0.3 -0.1
0.0 -0.1 0.0
0.0 0.1 0.1
0.0 0.3 0.1
0.2 0.2 0.1
0.1 -0.1 -0.1
0.1 -0.1 0.0
-0.1 0.0 0.0
-0.1 -0.1 0.0